Here is the molecule C4H4O2 from the OMol25 dataset. Energies are from ωB97M-V with the def2-TZVPD basis set.

The calculation puts the energy relative to the best compared isomer or geometry (same formula, charge and spin) at 40.85 kcal/mol. Its orbital gap is 9.620 eV. The SMILES is O=CC=C=CO. The calculation puts the LUMO energy at 0.2 eV. As for the net charge: 0.

```
10
Properties=species:S:1:pos:R:3:forces:R:3:mulliken_charge:R:1
O 1.7236 -1.6764 0.1692 0.1442 0.1535 -0.0816 -0.47
C 0.3718 -1.5803 0.0474 -0.3501 0.0578 -0.0981 -0.01
C -0.7194 1.5743 0.4739 0.0656 0.3791 -0.0014 0.02
O -0.6375 2.7749 0.3782 -0.1894 -0.4047 0.0535 -0.47
C -0.2552 -0.5525 -0.4744 0.1424 0.0367 0.1214 -0.02
C -0.7245 0.6541 -0.6965 0.0232 -0.1914 0.0192 -0.37
H 2.1105 -0.8239 -0.0781 0.0362 -0.1966 0.0258 0.32
H -0.1363 -2.4732 0.3952 -0.0082 0.1140 -0.0787 0.32
H -0.7260 1.0553 1.4583 0.0249 0.1444 -0.1491 0.35
H -1.0070 1.0477 -1.6730 0.1111 -0.0929 0.1890 0.33
```
Forces are in eV/Å.